7
Properties=species:S:1:pos:R:3:forces:R:3:nbo_charge:R:1 method="wB97M-V/def2-TZVPD" fmax_ev_per_a=4.3 s_squared=2.0057 total_charge=0 multiplicity=3 homo_lumo_gap_ev="7.63 / 10.66"
C -1.700596 -0.661486 0.057929 -1.151 -0.365 -0.243 0.1214
C 1.313354 1.171026 0.118905 -1.222 3.631 1.954 0.3539
N -1.129551 0.334705 0.091595 -0.424 -0.701 0.078 -0.3630
O 1.855962 0.211725 0.438327 2.941 -0.892 1.018 -0.3910
F 1.356575 -1.349175 -0.230763 -0.914 -2.785 -1.138 -0.1658
H -2.407334 -1.519101 -0.026294 1.250 1.047 0.198 0.2491
H 0.711589 1.812303 -0.449696 -0.480 0.066 -1.868 0.1953

=====

8
Properties=species:S:1:pos:R:3:forces:R:3:nbo_charge:R:1 method="wB97M-V/def2-TZVPD" fmax_ev_per_a=3.3 total_charge=0 homo_lumo_gap_ev=12.14
O 2.606820 -1.296538 0.323791 -0.048 -0.034 0.111 -0.4996
C 2.358094 -0.173247 0.211814 -0.008 0.643 -0.272 1.0271
O 2.132262 0.961748 0.064427 0.020 -0.636 0.168 -0.5281
C -1.378774 0.247054 -0.551253 1.146 2.573 -1.807 -0.1375
N -1.169854 -0.653846 0.258862 0.446 -2.142 1.801 -0.0066
F -1.924776 -0.512310 1.472428 0.198 0.298 -1.154 -0.2768
H -1.972370 1.133916 -0.342843 -0.318 -0.214 -0.052 0.2017
H -0.651402 0.293222 -1.437228 -1.435 -0.488 1.204 0.2198

=====

8
Properties=species:S:1:pos:R:3:forces:R:3:nbo_charge:R:1 method="wB97M-V/def2-TZVPD" fmax_ev_per_a=3.4 total_charge=0 homo_lumo_gap_ev=10.41
O -0.097465 1.121115 -1.557828 -1.717 1.966 -0.307 -0.4684
C 0.270459 0.035753 -1.567197 -0.580 0.578 0.420 0.7744
N 1.074770 -0.831255 -1.554666 3.021 -1.552 -0.419 -0.1662
F 1.111064 -2.131813 -1.349935 -0.788 -1.011 0.167 -0.1392
C -0.606951 0.423702 1.516491 2.309 1.717 -0.217 0.3001
O -1.523439 -0.229002 1.165708 -1.077 -0.951 -0.446 -0.4924
H -0.496671 0.890318 2.508470 -0.342 -0.221 0.335 0.1020
H 0.268234 0.721182 0.838957 -0.826 -0.526 0.467 0.0896

=====

8
Properties=species:S:1:pos:R:3:forces:R:3:nbo_charge:R:1 method="wB97M-V/def2-TZVPD" fmax_ev_per_a=4.8 total_charge=0 homo_lumo_gap_ev="7.91 / 7.94"
C -0.188918 -0.510065 -1.170283 0.670 -2.651 -2.647 -0.4458
C -0.039546 0.016167 -0.051622 4.035 -0.917 2.389 0.5191
N -0.337216 0.760284 1.082872 -0.617 2.526 0.902 0.4180
O 0.405810 1.606566 1.516395 0.572 -0.911 -0.380 -0.2447
O -1.500640 0.637255 1.423791 -0.414 -0.878 -0.156 -0.3000
F 2.132860 -0.858351 0.421378 -2.850 1.136 -0.541 -0.6004
H 0.650089 -1.265499 -1.504121 -1.536 1.744 0.534 0.3659
H -1.122440 -0.386357 -1.718411 0.140 -0.048 -0.100 0.2878

=====

8
Properties=species:S:1:pos:R:3:forces:R:3:nbo_charge:R:1 method="wB97M-V/def2-TZVPD" fmax_ev_per_a=3.0 total_charge=-1 homo_lumo_gap_ev="7.02 / 6.72"
C 1.172614 0.574869 0.187288 -1.606 1.853 -1.158 0.6420
C 0.205797 -0.583254 0.076493 -0.404 -1.621 2.548 0.4080
O 1.073266 1.622564 -0.421891 0.094 0.246 -0.478 -0.6675
O 1.968417 0.129195 0.992848 2.004 -1.081 1.540 -0.6443
F 0.299941 -1.325073 -0.997314 -0.419 0.053 -0.193 -0.3090
S -2.581638 0.547289 0.203084 1.411 -0.863 -0.472 -0.7167
H 0.226495 -1.225886 1.064572 -0.882 1.237 -2.110 0.1852
H -2.364889 0.260298 -1.105080 -0.197 0.177 0.324 0.1023

=====

9
Properties=species:S:1:pos:R:3:forces:R:3:nbo_charge:R:1 method="wB97M-V/def2-TZVPD" fmax_ev_per_a=4.8 total_charge=-1 homo_lumo_gap_ev=9.50
C -0.123206 0.568784 -0.752995 2.236 -1.341 -1.624 -0.5952
C -1.153842 0.864136 -0.068907 -4.340 -0.775 1.879 0.2033
F -1.106632 2.035652 0.615643 -0.633 0.025 -0.036 -0.3697
S -3.109847 -0.202008 0.019753 0.630 0.392 -1.490 2.3160
O -3.778020 0.333370 1.181904 0.759 -0.402 0.946 -0.9815
O -2.807055 -1.662817 0.004476 -0.061 2.615 0.064 -0.9700
O -3.754318 0.355203 -1.181790 1.195 -0.972 0.328 -0.9934
H 0.169192 -0.315925 -1.248979 -0.978 -1.285 -0.456 0.2099
H 0.691893 1.205466 -0.867104 1.192 1.744 0.389 0.1805

=====

Calculated values (eV) of E for the records, taken in order: -8353.77866, -10407.11028, -10404.41207, -10399.94397, -19753.03076, -21801.27935.
Calculated values (kcal per mole) of energy relative to the best compared isomer or geometry (same formula, charge and spin) for the records, taken in order: 50.4, 47.8, 110.0, 213.1, 52.7, 36.8.